Here is an isolated ion of composition C5H10NO2 and charge -1 at a distorted geometry from OMol25. Energies are from ωB97M-V with the def2-TZVPD basis set.

Last column: Mulliken charge in e.
CARTESIAN COORDINATES (ANGSTROEM)
C: -0.35 1.64 1.60  -1.371
C: -0.14 1.11 0.17  -0.263
N: 0.62 -0.14 0.14  -0.081
C: 1.40 -0.23 -1.07  -1.058
C: -0.26 -1.32 0.31  -0.770
C: -1.09 -1.66 -0.96  0.552
O: -0.59 -2.53 -1.70  -0.699
O: -2.18 -1.05 -1.08  -0.714
H: 0.50 1.36 2.23  0.326
H: -0.27 2.74 1.56  0.379
H: -1.30 1.35 2.04  0.333
H: 0.39 1.87 -0.39  0.498
H: -1.13 0.99 -0.29  0.195
H: 2.10 -1.07 -1.04  0.285
H: 0.82 -0.48 -1.96  0.367
H: 1.99 0.66 -1.29  0.370
H: 0.38 -2.16 0.55  0.341
H: -0.89 -1.08 1.17  0.309

**Total energy**: -10933.285 eV
**E_HOMO**: -3.6 eV
**Lowest unoccupied orbital energy**: 3.911 eV
**Charge**: -1
**Molar mass**: 116.140 g mol⁻¹
**Spin multiplicity**: 1